The following is a quantum chemistry calculation of a molecular structure, C24H23CaN6O4S at a distorted geometry, from the OMol25 dataset.

Each line ends with the Löwdin charge.
Element x y z (Å)
Ca (-1.42741, -0.96450, -1.06118)  1.48
N (3.10251, -2.16684, -1.07112)  0.14
C (1.88123, -1.89305, -1.51755)  -0.16
N (0.77463, -2.09846, -0.85853)  0.02
C (0.87513, -2.61109, 0.43360)  -0.29
N (-0.16157, -2.95188, 1.13402)  0.07
N (-1.34722, -2.61183, 0.53991)  -0.14
C (-2.36898, -3.34080, 0.77086)  -0.05
C (-3.65646, -2.96406, 0.17602)  -0.26
C (-4.82655, -3.55949, 0.62673)  0.00
C (-6.04021, -3.14394, 0.09062)  -0.02
C (-6.03493, -2.15054, -0.86896)  -0.02
C (-4.81629, -1.61450, -1.27334)  -0.10
N (-3.64883, -2.01500, -0.78280)  0.01
C (2.18949, -2.76615, 1.04987)  -0.09
C (2.36479, -3.11405, 2.39352)  0.00
C (3.63597, -3.23858, 2.90845)  -0.05
C (4.75219, -3.02063, 2.09969)  -0.05
C (4.60443, -2.67306, 0.77283)  0.00
C (3.31857, -2.54479, 0.25467)  -0.16
H (3.88679, -1.86051, -1.62851)  0.17
H (1.81910, -1.46638, -2.51082)  0.14
H (-2.30761, -4.23950, 1.38195)  0.14
H (-4.78530, -4.32184, 1.39167)  0.12
H (-6.96797, -3.58431, 0.42793)  0.12
H (-6.95049, -1.78030, -1.30513)  0.12
H (-4.78434, -0.81623, -2.00546)  0.11
H (1.49149, -3.28428, 3.00594)  0.12
H (3.77210, -3.50771, 3.94619)  0.11
H (5.74445, -3.12006, 2.51687)  0.12
H (5.46562, -2.49413, 0.14280)  0.12
C (0.81888, 5.33173, 3.01232)  -0.04
C (1.16176, 4.48533, 1.82581)  -0.25
C (1.21782, 5.03385, 0.54661)  -0.01
C (1.50378, 4.24459, -0.55456)  -0.05
C (1.74141, 2.89099, -0.37070)  -0.29
C (1.70873, 2.32431, 0.89392)  -0.05
C (1.41928, 3.12281, 1.98333)  -0.02
S (2.01119, 1.85631, -1.76984)  0.66
O (2.38709, 2.63833, -2.90386)  -0.26
O (2.81645, 0.73092, -1.35730)  -0.31
N (0.50793, 1.18948, -2.09668)  -0.15
C (-0.41282, 2.10408, -2.81145)  -0.22
C (-1.81927, 1.53141, -2.84189)  -0.10
C (-2.54390, 1.41567, -1.48109)  -0.70
O (-3.74675, 1.58395, -1.43410)  0.06
O (-1.79670, 1.01969, -0.49478)  -0.27
H (0.98640, 6.38733, 2.80797)  0.08
H (1.41035, 5.04839, 3.88177)  0.08
H (-0.23332, 5.20340, 3.27238)  0.09
H (1.04173, 6.09264, 0.41094)  0.12
H (1.56759, 4.67210, -1.54609)  0.12
H (1.93087, 1.27241, 1.02167)  0.11
H (1.40062, 2.68867, 2.97462)  0.12
H (0.07601, 1.05608, -1.17759)  0.04
H (-0.03735, 2.23087, -3.82567)  0.12
H (-0.42990, 3.08915, -2.32983)  0.13
H (-1.78218, 0.54120, -3.32924)  0.11
H (-2.46000, 2.13279, -3.48743)  0.13

Atoms 1-2, force components in eV/Å:
Ca 0.2 -0.8 -0.7
N -0.1 0.1 -0.1

For the HOMO energy, the calculation gives -11.4 eV. Its net charge is +1. The value obtained for the relative energy (zero: lowest compared OMol25 entry of this formula, charge and spin) is 0.0 kcal per mole.

The following is a quantum chemistry calculation of a molecular structure, C24H23Cl2F5N5O3STeZn at a distorted geometry, from the OMol25 dataset.

Each line ends with the Löwdin charge.
Element x y z (Å)
Zn (1.74857, -0.12071, 0.23357)  0.46
C (-0.03679, -5.56305, 2.27281)  -0.09
C (1.23856, -4.77906, 2.56143)  -0.29
N (0.97281, -3.41753, 2.96687)  -0.03
C (1.01391, -2.31572, 2.18132)  -0.78
S (1.40985, -2.48314, 0.50904)  0.69
N (0.67962, -1.20521, 2.83845)  0.00
N (0.72853, -0.10191, 2.07501)  -0.05
C (0.35719, 1.03649, 2.53073)  -0.27
C (-0.14696, 1.25860, 3.92104)  -0.03
C (0.45559, 2.16286, 1.57245)  -0.20
C (0.12702, 3.46427, 1.92365)  -0.01
C (0.24817, 4.46764, 0.97218)  -0.06
C (0.67806, 4.14952, -0.30141)  -0.06
C (0.97987, 2.82323, -0.58403)  -0.12
N (0.87192, 1.86826, 0.32983)  0.09
H (0.20190, -6.57600, 1.94223)  0.07
H (-0.60481, -5.06657, 1.48531)  0.07
H (-0.66674, -5.63276, 3.16201)  0.06
H (1.85903, -4.74110, 1.66868)  0.06
H (1.81798, -5.26480, 3.35068)  0.11
H (0.68041, -3.23646, 3.91411)  0.13
H (-0.04109, 0.33699, 4.48570)  0.06
H (-1.20017, 1.55189, 3.90910)  0.08
H (0.41751, 2.05172, 4.41538)  0.08
H (-0.21624, 3.68883, 2.92324)  0.10
H (0.00571, 5.49093, 1.23114)  0.11
H (0.78423, 4.89943, -1.07196)  0.11
H (1.31093, 2.50163, -1.56602)  0.10
Cl (-2.56137, -0.81766, 0.48449)  0.76
C (-2.70946, 0.83283, -0.00528)  -0.59
C (-3.44857, 1.68410, 0.80017)  -0.12
C (-3.53268, 3.03415, 0.50588)  -0.10
C (-2.88300, 3.52653, -0.61460)  -0.12
C (-2.18186, 2.66189, -1.43263)  -0.57
Cl (-1.43168, 3.30249, -2.86481)  0.75
C (-2.05804, 1.28733, -1.16304)  -0.31
N (-1.27764, 0.48674, -1.97199)  0.08
C (-1.67771, -0.75768, -2.50186)  -0.20
C (-3.03474, -1.08143, -2.57244)  -0.07
C (-3.46095, -2.29294, -3.07975)  -0.10
C (-2.52481, -3.19563, -3.56578)  -0.10
C (-1.18549, -2.85007, -3.54011)  -0.05
C (-0.72604, -1.64323, -3.01244)  -0.13
C (0.77371, -1.41975, -3.06208)  -0.05
C (1.31043, -0.04270, -2.66450)  -0.62
O (0.93937, 0.94581, -3.30662)  -0.02
O (2.14246, -0.02722, -1.69390)  -0.13
H (-3.93529, 1.27166, 1.67346)  0.10
H (-4.09532, 3.69864, 1.14767)  0.10
H (-2.92583, 4.57609, -0.87055)  0.10
H (-0.57463, 0.96597, -2.52856)  0.05
H (-3.75874, -0.36149, -2.21040)  0.11
H (-4.51853, -2.52433, -3.10662)  0.10
H (-2.83444, -4.15157, -3.96861)  0.09
H (-0.44981, -3.54198, -3.93578)  0.11
H (1.07681, -1.57603, -4.10073)  0.13
H (1.26918, -2.17279, -2.44808)  0.09
F (3.88748, 2.24293, -1.25665)  -0.36
Te (4.80888, 1.20398, -0.01272)  1.79
F (5.10222, -0.16666, -1.23359)  -0.36
F (6.15768, 0.48877, 1.07959)  -0.39
F (4.81973, 2.75081, 1.05539)  -0.39
F (6.29813, 1.99305, -0.85770)  -0.39
O (3.52594, 0.42109, 0.98268)  -0.58

Atoms 1-2, force components in eV/Å:
Zn 0.0 -0.3 -0.1
C 0.0 0.0 0.0

For the HOMO energy, the calculation gives -5.3 eV. Its net charge is -1. The value obtained for the relative energy (zero: lowest compared OMol25 entry of this formula, charge and spin) is 0.0 kcal per mole.

The following is a quantum chemistry calculation of a molecular structure, C24H23ClDyN2OP at a distorted geometry, from the OMol25 dataset.

Each line ends with the Mulliken spin population.
Element x y z (Å)
Dy (-1.34380, 0.07809, 1.19983)  5.00
Cl (-0.92935, 1.98864, 2.66527)  0.01
P (0.16205, 1.22124, -0.63507)  -0.02
C (-1.33745, 0.34630, -1.36767)  -0.04
C (-1.17990, -0.58046, -2.40402)  -0.02
C (-2.29040, -1.21101, -2.95931)  0.00
C (-3.55746, -1.01814, -2.40330)  0.00
C (-3.73849, -0.18397, -1.30582)  0.01
C (-2.66651, 0.61344, -0.86610)  0.04
C (-0.18438, 2.98350, -0.92907)  0.00
C (0.63165, 3.90897, -0.24049)  0.00
C (0.36561, 5.26740, -0.38178)  0.00
C (-0.67348, 5.71793, -1.21079)  0.00
C (-1.44690, 4.79334, -1.91400)  0.00
C (-1.19591, 3.42630, -1.79409)  0.00
C (1.63703, 0.80428, -1.55392)  -0.01
C (2.67228, 0.09319, -0.91372)  0.00
C (3.85103, -0.17299, -1.60153)  0.00
C (4.00715, 0.26159, -2.92592)  0.00
C (2.97575, 0.94216, -3.56970)  0.00
C (1.79669, 1.21014, -2.88133)  0.00
H (1.43713, 3.55324, 0.41959)  0.00
H (0.93891, 5.98368, 0.20081)  0.00
H (-0.90862, 6.78513, -1.27099)  0.00
H (-2.27433, 5.13005, -2.53056)  0.00
H (-1.80664, 2.71295, -2.35553)  0.00
H (-0.16843, -0.80782, -2.74065)  0.00
H (-2.14105, -1.90047, -3.79156)  0.00
H (-4.40660, -1.52988, -2.84501)  0.00
H (-4.71067, -0.08703, -0.80946)  0.00
H (-2.84313, 1.44385, -0.14775)  0.00
H (2.56024, -0.25491, 0.11781)  0.00
H (4.66673, -0.70996, -1.11082)  0.00
H (4.94744, 0.07703, -3.44822)  0.00
H (3.09998, 1.26659, -4.59767)  0.00
H (0.99385, 1.73890, -3.38670)  0.00
H (-0.59274, -3.35678, -2.18967)  0.00
H (0.16330, -3.21322, -2.13576)  0.00
N (-0.14029, -4.78320, 6.02743)  0.00
C (0.83643, -4.32028, 5.17821)  0.00
O (1.99627, -4.75094, 5.18494)  0.00
C (0.42117, -3.29238, 4.17497)  0.00
C (-0.88337, -3.14747, 3.69621)  0.00
C (-1.10561, -2.30731, 2.62296)  0.00
N (-0.10968, -1.51855, 2.10121)  0.02
C (1.14570, -1.55769, 2.63572)  0.00
C (1.44141, -2.48607, 3.61544)  0.00
H (0.18391, -5.47744, 6.70042)  0.00
H (-0.88890, -4.18632, 6.32798)  0.00
H (-1.69242, -3.72789, 4.13204)  0.00
H (-2.06805, -2.28904, 2.10351)  0.01
H (1.87938, -0.89148, 2.17300)  0.00
H (2.47344, -2.58525, 3.94065)  0.00

Atoms 1-2, force components in eV/Å:
Dy -0.1 1.1 1.5
Cl -0.3 -0.6 -0.3

For the HOMO energy (alpha / beta), the calculation gives -14.5 / -14.5 eV. Its net charge is +2. The value obtained for the relative energy (zero: lowest compared OMol25 entry of this formula, charge and spin) is 0.0 kcal per mole. The multiplicity is 6.

The following is a quantum chemistry calculation of a molecular structure, C24H23ClFN5O3Pt at a distorted geometry, from the OMol25 dataset.

Each line ends with the Mulliken spin population.
Element x y z (Å)
Pt (-0.00131, 0.06916, -0.51292)  0.99
N (-0.01306, 4.28593, 1.88303)  0.10
C (0.49289, 3.20765, 1.30218)  -0.03
N (-0.11694, 2.05041, 1.27770)  0.14
C (-1.32917, 1.95522, 1.87695)  0.10
N (-1.93840, 0.76298, 1.83227)  0.41
N (-1.40801, -0.15828, 1.13974)  0.61
C (-1.88875, -1.51925, 1.20715)  0.39
C (-1.13193, -2.43546, 0.55692)  0.06
C (-1.40100, -3.82564, 0.58533)  0.19
C (-0.51566, -4.69580, 0.00380)  -0.03
C (0.64262, -4.19572, -0.59548)  0.21
C (0.84466, -2.82370, -0.65734)  0.02
N (-0.00784, -1.95604, -0.11845)  0.21
C (-1.94038, 3.05042, 2.54651)  0.04
C (-3.18318, 2.97867, 3.20713)  0.01
C (-3.67725, 4.08628, 3.83221)  0.01
C (-2.95817, 5.29821, 3.80881)  0.04
C (-1.74830, 5.39438, 3.16602)  -0.02
C (-1.23810, 4.26355, 2.53688)  0.08
H (0.51183, 5.14846, 1.85960)  -0.01
H (1.46290, 3.31538, 0.82361)  0.00
H (-2.75531, -1.75600, 1.80334)  0.01
H (-2.29844, -4.17272, 1.08681)  0.00
H (-0.71019, -5.76101, 0.01110)  0.00
H (1.38459, -4.85697, -1.02103)  0.01
H (1.70541, -2.40367, -1.15702)  0.02
H (-3.73050, 2.04243, 3.21447)  0.00
H (-4.62311, 4.03224, 4.35608)  0.00
H (-3.36072, 6.17047, 4.31416)  0.00
H (-1.19663, 6.33056, 3.15103)  0.00
C (4.69491, -0.11087, 0.29538)  0.00
C (3.41179, 0.66600, 0.43247)  -0.01
O (2.24832, -0.21022, 0.45542)  0.06
H (5.54178, 0.57468, 0.20455)  0.00
H (4.66583, -0.74418, -0.59304)  0.00
H (4.86908, -0.73916, 1.17450)  0.00
H (3.26576, 1.32523, -0.41847)  0.00
H (3.41798, 1.27073, 1.33982)  0.00
H (2.34269, -0.82306, 1.19245)  0.00
Cl (-1.79593, 2.58288, -4.21234)  0.00
C (-2.39333, 2.63653, -2.54182)  0.01
C (-1.58651, 1.65397, -1.75885)  -0.02
O (-0.40159, 1.96207, -1.35946)  0.02
O (-2.02805, 0.49693, -1.49780)  0.27
H (-3.43490, 2.35645, -2.53501)  0.00
H (-2.24915, 3.63941, -2.15972)  0.00
F (1.84635, -1.04769, -6.20252)  0.00
C (1.42096, -0.81246, -4.95895)  0.00
C (2.11420, 0.09320, -4.18509)  0.02
C (1.68415, 0.34143, -2.88614)  -0.03
C (0.58762, -0.35589, -2.41601)  0.13
C (-0.13569, -1.23240, -3.20466)  -0.03
C (0.29395, -1.46744, -4.50497)  0.00
H (2.96946, 0.61185, -4.59984)  0.00
H (2.20020, 1.07640, -2.28405)  0.00
H (-1.02918, -1.72038, -2.83775)  0.01
H (-0.24207, -2.13831, -5.16827)  0.00

Atoms 1-2, force components in eV/Å:
Pt -0.1 0.5 0.1
N -0.1 0.2 0.1

For the HOMO energy (alpha / beta), the calculation gives -12.9 / -14.3 eV. Its net charge is +2. The value obtained for the relative energy (zero: lowest compared OMol25 entry of this formula, charge and spin) is 14.5 kcal per mole. The multiplicity is 5.